# 1
This record from the Open Molecules 2025 dataset describes a structure of composition C46H56AsBN6OS3W. The level of theory is wB97M-V/def2-TZVPD.

## Properties
E_LUMO (spin up / spin down)	-14.101 / -13.869	eV
gap between HOMO and LUMO (spin up / spin down)	0.135 / 0.144	Ha

ORCA input file:
```
! RIJCOSX wB97M-V def2-TZVPD def2/J DEFGRID3
* xyz 4 1
W -0.968 -1.578 0.704
C -4.975 1.226 -1.545
C -3.726 1.819 -1.014
C -3.527 3.179 -0.883
C -2.333 3.674 -0.314
N -1.419 2.840 0.141
N -1.581 1.544 0.009
B -0.422 0.587 0.410
N 0.630 0.660 -0.722
N 0.532 1.559 -1.671
C 1.480 1.679 -2.581
C 2.635 0.866 -2.513
C 2.735 -0.118 -1.545
C 3.862 -1.074 -1.444
C 1.651 -0.206 -0.646
S 1.532 -1.395 0.609
C 1.267 2.661 -3.701
C 0.044 3.539 -3.427
C 2.504 3.548 -3.892
C 1.019 1.824 -4.972
N 0.231 1.115 1.741
N 1.218 1.973 1.669
C 1.790 2.433 2.768
C 1.303 2.039 4.033
C 0.255 1.143 4.133
C -0.301 0.677 5.425
C -0.251 0.657 2.906
S -1.460 -0.597 2.840
C 2.934 3.403 2.610
C 3.920 2.884 1.557
C 3.680 3.649 3.923
C 2.349 4.749 2.142
C -2.652 1.008 -0.583
S -2.680 -0.717 -0.766
C -2.095 5.151 -0.175
C -2.392 5.873 -1.495
C -0.647 5.427 0.247
C -3.057 5.675 0.906
H -5.643 1.992 -1.923
H -5.500 0.686 -0.755
H -4.770 0.512 -2.339
H -4.299 3.853 -1.219
H 3.428 0.996 -3.235
H 4.706 -0.757 -2.050
H 3.542 -2.061 -1.788
H 4.181 -1.182 -0.407
H 0.238 4.186 -2.575
H -0.833 2.928 -3.226
H -0.159 4.163 -4.293
H 2.849 3.960 -2.945
H 2.251 4.376 -4.551
H 3.324 3.009 -4.362
H 0.155 1.174 -4.847
H 1.890 1.224 -5.218
H 0.829 2.491 -5.808
H 1.756 2.420 4.933
H 0.299 1.007 6.268
H -0.377 -0.410 5.450
H -1.313 1.065 5.563
H 4.482 2.032 1.931
H 4.624 3.675 1.317
H 3.394 2.592 0.651
H 4.032 2.719 4.363
H 3.059 4.194 4.630
H 4.556 4.264 3.731
H 1.988 4.666 1.120
H 3.131 5.502 2.176
H 1.539 5.077 2.790
H -1.830 5.445 -2.322
H -2.121 6.921 -1.400
H -3.452 5.842 -1.743
H 0.043 4.834 -0.351
H -0.502 5.178 1.295
H -0.413 6.479 0.104
H -4.091 5.558 0.591
H -2.867 6.733 1.065
H -2.916 5.152 1.848
C 3.748 -5.898 -1.458
C 3.475 -5.298 -0.237
C 2.315 -4.562 -0.068
C 1.416 -4.424 -1.123
C 1.704 -4.997 -2.363
C 2.874 -5.725 -2.522
As -0.378 -3.590 -0.804
C -1.401 -5.174 -1.422
C -1.761 -5.514 -2.714
C -2.316 -6.772 -2.967
C -2.501 -7.684 -1.934
C -2.175 -7.341 -0.636
C -1.637 -6.081 -0.358
C -1.287 -5.595 0.965
C -1.550 -6.257 2.163
C -1.204 -5.674 3.368
C -0.579 -4.435 3.403
C -0.283 -3.764 2.216
C -0.629 -4.345 0.993
H 4.629 -6.509 -1.574
H 4.147 -5.410 0.600
H 2.117 -4.107 0.896
H 1.014 -4.875 -3.193
H 3.103 -6.164 -3.481
H -1.613 -4.817 -3.533
H -2.593 -7.040 -3.977
H -2.898 -8.665 -2.145
H -2.323 -8.057 0.158
H -2.034 -7.221 2.150
H -1.403 -6.197 4.290
H -0.297 -3.999 4.351
H 0.374 -2.875 2.284
C -3.788 -2.752 2.253
O -2.987 -2.869 1.059
H -4.568 -3.518 2.257
H -4.253 -1.763 2.309
H -3.134 -2.904 3.112
H -3.622 -2.994 0.329
*
```

# 2
This record from the Open Molecules 2025 dataset describes a structure of composition C46H56BN13O2S5SeV. The level of theory is wB97M-V/def2-TZVPD.

## Properties
energy above the lowest of the compared OMol25 structures with the same formula, charge and spin	11.4	kcal/mol
E_LUMO (spin up / spin down)	-0.485 / -0.268	eV
gap between HOMO and LUMO (spin up / spin down)	0.237 / 0.245	Ha

ORCA input file:
```
! RIJCOSX wB97M-V def2-TZVPD def2/J DEFGRID3
* xyz 0 2
V 0.031 0.243 0.074
C 0.319 1.760 -4.855
C 1.377 1.708 -3.804
C 2.512 2.462 -3.828
C 3.470 2.358 -2.791
N 3.320 1.495 -1.821
N 2.214 0.769 -1.801
B 2.009 -0.345 -0.713
N 3.119 -0.262 0.367
N 4.327 -0.609 -0.106
C 5.338 -0.647 0.702
C 5.189 -0.308 2.076
C 3.971 0.030 2.569
C 3.739 0.365 4.004
C 2.865 0.024 1.651
S 1.287 0.291 2.199
C 6.671 -1.106 0.135
C 7.077 -2.407 0.842
C 7.738 -0.034 0.387
C 6.554 -1.362 -1.367
N 2.184 -1.689 -1.464
N 2.786 -1.682 -2.655
C 2.958 -2.812 -3.270
C 2.541 -4.040 -2.683
C 1.933 -4.051 -1.471
C 1.451 -5.293 -0.801
C 1.719 -2.780 -0.837
S 0.921 -2.550 0.624
C 3.597 -2.767 -4.648
C 4.017 -1.342 -5.005
C 4.834 -3.673 -4.673
C 2.568 -3.265 -5.671
C 1.213 0.856 -2.680
S -0.196 -0.067 -2.355
C 4.726 3.213 -2.782
C 5.648 2.728 -3.910
C 4.353 4.683 -3.009
C 5.451 3.083 -1.442
H 0.552 2.511 -5.608
H -0.650 1.981 -4.404
H 0.227 0.786 -5.342
H 2.680 3.160 -4.639
H 6.049 -0.338 2.733
H 4.671 0.319 4.564
H 3.019 -0.328 4.443
H 3.309 1.363 4.099
H 7.235 -2.256 1.911
H 8.011 -2.781 0.419
H 6.311 -3.174 0.715
H 7.854 0.185 1.450
H 7.492 0.896 -0.127
H 8.704 -0.382 0.017
H 5.824 -2.143 -1.582
H 7.526 -1.674 -1.755
H 6.234 -0.465 -1.899
H 2.702 -4.969 -3.216
H 1.864 -6.177 -1.286
H 0.361 -5.341 -0.843
H 1.726 -5.290 0.254
H 4.724 -0.942 -4.277
H 3.158 -0.670 -5.032
H 4.490 -1.343 -5.990
H 5.572 -3.346 -3.938
H 5.299 -3.639 -5.660
H 4.584 -4.714 -4.463
H 1.665 -2.652 -5.642
H 2.275 -4.299 -5.481
H 2.987 -3.216 -6.678
H 5.144 2.753 -4.878
H 5.977 1.703 -3.726
H 6.531 3.367 -3.973
H 3.985 4.864 -4.021
H 5.237 5.308 -2.870
H 3.591 5.011 -2.299
H 5.686 2.042 -1.221
H 4.837 3.463 -0.625
H 6.379 3.658 -1.477
O -1.475 5.744 0.216
C -0.135 5.640 0.375
C 0.646 6.775 0.585
C 2.014 6.672 0.750
C 2.625 5.425 0.713
C 1.852 4.298 0.504
C 0.469 4.375 0.326
C -0.273 3.123 0.062
O 0.469 2.040 0.039
N -1.540 3.060 -0.156
N -1.895 1.741 -0.439
C -3.137 1.644 -0.733
S -3.781 0.133 -1.335
C -5.450 0.761 -1.658
C -5.720 1.897 -0.695
S -4.265 2.980 -0.647
H -1.729 6.669 0.302
H 0.161 7.745 0.616
H 2.600 7.567 0.912
H 3.694 5.332 0.851
H 2.311 3.319 0.473
H -6.138 -0.063 -1.481
H -5.520 1.092 -2.695
H -5.911 1.507 0.304
H -6.573 2.495 -1.015
N -1.485 -0.851 0.780
C -2.417 -1.275 1.328
C -3.505 -1.765 2.034
C -3.259 -2.546 3.191
N -3.057 -3.181 4.132
C -4.828 -1.544 1.604
N -5.912 -1.372 1.239
C -4.570 -4.288 -0.716
N -4.465 -3.433 -1.884
C -5.540 -2.857 -2.528
C -5.053 -2.173 -3.583
N -3.682 -2.339 -3.576
C -2.763 -1.726 -4.512
C -3.313 -3.114 -2.527
Se -1.610 -3.606 -2.042
H -5.007 -5.247 -0.994
H -5.188 -3.797 0.032
H -3.567 -4.446 -0.327
H -6.547 -2.981 -2.171
H -5.552 -1.583 -4.331
H -3.232 -1.686 -5.494
H -1.860 -2.332 -4.547
H -2.500 -0.722 -4.177
*
```

no.,DFT total energy (eV)
1,-155408.2877
2,-217966.8576